Entry 1:
ORCA calculation (ωB97M-V/def2-TZVPD) on a molecular structure, C30H38ClN2O2Tc.

XYZ file:
```
74
Properties=species:S:1:pos:R:3:forces:R:3
Tc -0.03642 -0.36376 -0.47063 0.18 -0.40 -0.23
C -3.99160 -1.28563 -1.56031 0.01 -0.01 0.11
C -3.58880 -1.88947 -0.21428 -0.01 0.14 -0.02
C -4.84140 -2.41519 0.50101 0.03 -0.07 0.03
C -2.87955 -0.94541 0.74648 -0.02 -0.10 0.02
C -3.39686 0.32702 1.03024 0.00 -0.02 -0.06
C -2.98572 1.02903 2.14615 0.03 0.01 0.03
C -2.06640 0.49077 3.05450 -0.08 0.14 0.05
C -1.66218 1.24225 4.29281 0.02 0.00 -0.07
C -1.52589 -0.74570 2.76445 -0.02 -0.15 0.01
C -1.88600 -1.43727 1.60828 -0.15 -0.22 -0.17
H -4.48789 -2.04351 -2.16744 -0.01 0.02 0.02
H -3.13651 -0.92165 -2.12492 0.04 0.03 -0.06
H -4.69525 -0.46005 -1.43320 0.02 -0.02 0.00
H -2.92722 -2.74196 -0.39149 0.01 0.01 0.00
H -5.53644 -1.59711 0.70087 0.00 -0.02 0.00
H -4.58755 -2.88313 1.45311 -0.01 0.01 -0.01
H -5.35186 -3.15334 -0.11964 0.01 0.02 0.01
H -4.17055 0.74483 0.39638 0.01 -0.01 0.01
H -3.41486 2.00458 2.34639 0.00 -0.03 0.01
H -0.67662 1.69498 4.15984 -0.01 0.00 0.00
H -1.60313 0.57650 5.15356 -0.01 0.00 0.00
H -2.36783 2.03950 4.52077 0.00 -0.01 0.01
H -0.81708 -1.19291 3.45214 0.03 0.02 -0.04
H -1.53666 -2.45700 1.46554 0.03 0.02 -0.01
O -2.12504 1.56625 -1.60923 -0.19 0.15 -0.19
C -1.33945 0.88338 -1.18232 -0.12 0.04 0.31
O -1.31552 -3.78537 -2.68036 0.00 0.04 -0.03
C -0.99097 -2.78674 -2.17855 0.07 0.23 0.19
N -0.65512 -1.75106 -1.65826 -0.28 -0.33 -0.17
C 4.69098 -3.11011 -3.49822 -0.02 0.03 0.03
C 3.78321 -2.65787 -2.38574 0.00 -0.04 -0.05
C 3.58367 -3.45316 -1.25920 0.02 -0.03 0.08
C 2.77257 -3.04242 -0.20702 0.04 -0.20 -0.09
C 2.55877 -3.90252 1.00818 0.02 0.04 -0.05
C 2.16723 -1.80291 -0.31469 -0.43 0.15 0.29
C 2.29080 -0.99894 -1.46275 0.51 0.19 0.54
C 3.13504 -1.43374 -2.48464 -0.20 -0.05 -0.25
N 1.48555 0.15406 -1.45403 0.14 -0.01 -0.64
C 1.86075 1.40807 -2.17255 0.16 0.08 -0.19
C 1.49926 1.28407 -3.67154 -0.07 -0.06 0.20
C 1.91919 2.55786 -4.40985 0.02 0.03 -0.04
C 3.42781 2.77066 -4.24003 -0.02 0.00 0.06
C 3.76432 2.94618 -2.75377 0.02 0.04 -0.05
C 3.01284 4.15673 -2.20148 -0.04 -0.05 0.00
C 1.51222 3.91032 -2.36192 0.05 0.02 -0.04
C 1.15980 3.75802 -3.84306 0.01 -0.08 0.06
C 1.12387 2.63394 -1.60422 0.03 -0.14 0.20
C 3.36688 1.68444 -1.97752 -0.03 -0.01 -0.05
H 5.01994 -4.13608 -3.34695 0.00 0.01 0.00
H 5.57775 -2.47554 -3.55134 -0.01 -0.01 0.01
H 4.18615 -3.05052 -4.46331 0.00 0.00 0.02
H 4.09139 -4.40825 -1.18828 0.00 0.01 -0.03
H 3.32487 -4.67138 1.08497 0.00 0.01 0.01
H 1.59007 -4.40360 0.95018 0.01 0.00 0.00
H 2.57346 -3.30939 1.92291 0.00 0.01 -0.01
H 1.67079 -1.41768 0.58881 0.19 -0.09 -0.17
H 3.26525 -0.86139 -3.38779 -0.01 0.07 -0.03
H 0.41865 1.12287 -3.75498 0.02 0.01 -0.04
H 1.98841 0.42521 -4.12406 0.00 -0.08 -0.03
H 1.68258 2.43269 -5.46877 -0.01 0.00 0.01
H 3.73578 3.66269 -4.79094 0.01 -0.03 -0.01
H 3.98151 1.92400 -4.65885 -0.01 0.01 0.00
H 4.84030 3.08997 -2.63852 0.01 0.01 0.01
H 3.30621 5.06053 -2.74082 0.00 0.00 0.02
H 3.25900 4.30763 -1.14644 0.01 0.01 -0.02
H 0.94996 4.74154 -1.93225 0.00 0.00 0.02
H 1.42658 4.66506 -4.39022 -0.01 0.00 0.01
H 0.08146 3.60818 -3.95921 0.02 0.03 -0.03
H 0.04809 2.51148 -1.68052 0.02 0.07 -0.07
H 1.37428 2.74907 -0.54786 -0.05 -0.05 0.03
H 3.55916 1.81732 -0.90834 0.02 -0.02 -0.01
H 3.97934 0.85236 -2.31696 -0.01 -0.02 -0.01
Cl 0.74606 0.68783 1.35530 0.01 0.67 0.58
```
Positions in Å, forces in eV/Å.

Results
Spin multiplicity: 2
Molecular weight (u): 592.10
Electronic energy (a.u.): -1966.792578
HOMO level (spin up / spin down) (eV): -11.56 / -11.56
Relative energy (zero: lowest compared OMol25 entry of this formula, charge and spin) (kJ/mol): 11.61
Net charge: +1
Lowest unoccupied orbital energy (spin up / spin down) (eV): -5.28 / -5.53

***

Entry 2:
ORCA calculation (ωB97M-V/def2-TZVPD) on a molecular structure, C30H38InN3O3S4.

XYZ file:
```
79
Properties=species:S:1:pos:R:3:forces:R:3
In 1.43492 0.34243 0.29598 -0.37 -0.38 0.24
C 4.67749 -0.81132 -1.22815 -0.64 0.47 -0.22
C 5.05441 0.17641 -0.12537 1.82 0.15 -0.08
S 3.94660 1.59266 -0.08139 -0.21 0.49 0.47
C 4.19173 2.25382 1.64007 2.18 -1.93 -0.85
C 2.92873 2.64125 2.26779 -0.71 0.39 1.33
S 1.70118 1.35183 2.74634 0.32 0.52 -0.22
C 2.58692 0.26111 3.89847 2.15 1.61 0.11
C 3.52785 -0.77210 3.28194 -2.62 -0.84 1.06
S 2.36768 -1.70424 2.25897 0.73 -0.61 0.45
C 3.59768 -2.73563 1.46706 -1.16 0.38 -1.64
C 3.08863 -2.86838 0.03148 1.38 -0.22 -0.89
S 2.96117 -1.40004 -1.03400 0.23 -0.37 -0.25
H 5.36012 -1.64268 -1.32481 0.09 -0.56 0.68
H 4.74524 -0.43299 -2.25241 -0.29 0.64 0.25
H 6.10059 0.59666 -0.36268 -1.42 -0.87 0.71
H 4.99342 -0.33496 0.86699 0.47 0.52 -0.91
H 4.94549 3.04923 1.60997 -0.55 0.21 -0.18
H 4.72395 1.45667 2.20729 -0.46 0.44 -0.36
H 2.41447 3.36255 1.64696 -0.52 0.13 0.02
H 3.20612 3.12162 3.20408 -0.27 0.29 0.12
H 1.83826 -0.12001 4.55137 -0.57 -0.71 0.35
H 3.23308 0.88894 4.52612 -0.41 0.29 0.02
H 3.99184 -1.39425 4.06276 -0.27 0.15 -0.28
H 4.25675 -0.38275 2.64220 1.09 0.79 -0.61
H 3.64415 -3.71078 1.91691 0.20 -0.36 0.24
H 4.55659 -2.23865 1.43669 0.30 -0.10 0.37
H 2.09985 -3.22728 -0.07593 -1.18 -0.66 0.44
H 3.69449 -3.55605 -0.56046 0.17 -0.07 0.12
C -2.68845 0.94278 -2.91149 0.44 1.34 0.26
O -2.77349 0.41196 -1.60330 0.58 -0.09 -0.32
C -3.97816 0.22478 -1.06184 -0.55 -0.44 1.97
C -5.18685 0.67056 -1.59067 1.89 -0.97 0.86
C -6.32694 0.25541 -0.94742 -2.72 0.38 0.03
C -6.33394 -0.40836 0.27249 -0.14 0.12 0.07
C -5.11900 -0.72166 0.87332 -1.58 -0.83 1.64
C -3.98135 -0.42530 0.22764 2.80 0.15 -1.08
N -2.69811 -0.86349 0.82416 -1.95 -1.21 0.00
C -1.56164 -0.20616 0.74906 0.85 0.42 -0.25
N -1.61378 1.12842 0.83414 1.07 0.66 0.27
C -0.92993 2.12531 0.07443 -0.66 -1.24 0.61
C 0.37559 2.07624 -0.32428 0.84 -0.74 -0.37
C 0.86773 3.03510 -1.21274 -0.74 0.04 0.41
C 0.05484 4.05638 -1.60824 -1.67 0.15 0.25
C -1.29582 4.11560 -1.15838 0.88 0.70 -0.72
C -1.76852 3.15427 -0.31910 -0.96 0.72 0.25
O -3.04170 3.12319 0.18502 1.44 -1.07 -0.41
C -3.97545 4.07558 -0.20801 0.39 2.45 0.35
N -0.41436 -0.84394 0.67851 1.32 0.16 -0.25
C -0.41378 -2.20973 0.28551 -0.16 0.92 -0.65
C -0.72903 -3.18945 1.17184 0.34 -2.77 0.75
C -0.68981 -4.59014 0.77322 0.31 3.07 0.60
C -0.31757 -4.84435 -0.51845 -0.71 -0.96 -0.48
C -0.12030 -3.85362 -1.47333 0.85 1.32 0.62
C -0.15202 -2.50024 -1.06334 -0.83 -1.35 -1.01
O -0.13336 -1.45274 -1.93636 0.75 -0.30 -0.51
C 0.21961 -1.79739 -3.31527 -1.34 1.02 0.34
H -1.62902 0.86521 -3.18350 -0.38 0.05 -0.04
H -2.99507 2.01507 -2.92680 0.33 -0.54 0.10
H -3.32275 0.44110 -3.61326 -0.29 -0.65 -0.39
H -5.07449 1.30408 -2.43079 -0.79 0.30 -0.92
H -7.32848 0.48630 -1.38850 1.05 -0.02 0.37
H -7.26015 -0.62134 0.81737 0.33 0.01 -0.54
H -5.11156 -1.24132 1.86910 0.13 0.64 -1.10
H -2.56720 -1.83832 1.14986 -0.74 0.87 -0.71
H -2.44368 1.47001 1.25841 -0.87 0.29 0.05
H 1.83953 2.99991 -1.62985 0.96 -0.19 -0.11
H 0.43240 4.78067 -2.29094 0.05 0.56 -0.39
H -1.99826 4.87995 -1.47684 0.48 0.12 -0.10
H -4.89548 3.64829 0.08879 -1.15 -0.12 0.16
H -3.99537 4.33981 -1.28187 0.14 -0.47 0.38
H -3.78560 5.03498 0.37752 -0.37 -1.00 -0.76
H -0.93323 -2.89262 2.21167 0.05 -0.30 -0.45
H -0.87667 -5.36351 1.48255 -0.20 -0.37 0.29
H -0.34776 -5.87556 -0.85173 0.33 0.00 -0.04
H 0.19331 -4.12515 -2.47283 -0.32 -0.02 0.04
H 1.21124 -2.16451 -3.34212 1.10 -0.59 0.01
H 0.22288 -0.82399 -3.86227 -0.40 -0.96 0.32
H -0.47836 -2.57113 -3.71532 0.37 0.94 0.12
```
Positions in Å, forces in eV/Å.

Results
Molecular weight (u): 731.74
Electronic energy (a.u.): -3338.302184
HOMO level (eV): -12.59
Net charge: +2
Lowest unoccupied orbital energy (eV): -5.04

***

Entry 3:
ORCA calculation (ωB97M-V/def2-TZVPD) on a molecular structure, C30H39Br3CaN4O.

XYZ file:
```
78
Properties=species:S:1:pos:R:3:forces:R:3
Ca 0.23605 0.40755 -0.36101 0.18 -0.51 0.82
C -0.48089 1.90752 -7.90444 0.03 0.00 0.00
C 0.33666 2.94059 -7.11772 0.02 0.00 0.02
C 1.56653 3.31757 -7.94328 -0.04 0.00 0.01
C -0.50881 4.20159 -6.89639 0.03 0.00 0.00
C 0.71894 2.34992 -5.76230 -0.01 0.00 -0.01
C -0.26932 1.93542 -4.87805 0.09 -0.01 -0.01
C 0.12114 1.40663 -3.67410 -0.12 -0.01 -0.01
Br -1.33667 0.81812 -2.54774 -0.17 0.05 -0.53
C 1.42896 1.23340 -3.19109 0.12 -0.09 0.01
O 1.61800 0.71951 -1.95821 -0.24 0.21 -0.06
C 2.42624 1.63893 -4.10583 0.03 -0.04 -0.05
C 2.02421 2.17584 -5.33655 -0.10 0.00 0.06
C 3.95649 1.54426 -3.94993 -0.04 0.02 -0.03
C 4.44198 0.96464 -2.62961 -0.04 -0.06 0.02
C 4.56317 2.95207 -4.05678 0.01 -0.02 -0.01
C 4.51807 0.64951 -5.06578 0.02 -0.02 0.04
H -0.72080 2.29667 -8.89401 -0.02 0.02 -0.02
H -1.42103 1.67067 -7.40605 -0.03 -0.02 0.02
H 0.07975 0.98049 -8.03089 0.02 -0.02 -0.01
H 1.24432 3.74043 -8.89436 0.00 0.01 -0.02
H 2.18811 2.44942 -8.16519 0.03 -0.04 0.00
H 2.17813 4.06844 -7.44202 0.03 0.03 0.02
H -0.76661 4.65158 -7.85524 -0.02 0.00 -0.02
H 0.03900 4.94107 -6.31068 0.01 0.02 0.00
H -1.43981 3.97705 -6.37545 -0.03 -0.01 0.02
H -1.31813 2.01618 -5.12231 -0.05 0.00 -0.02
H 2.80700 2.47619 -6.01169 0.06 0.03 -0.05
H 4.20309 1.64745 -1.81716 -0.01 0.05 0.08
H 5.52672 0.85952 -2.67906 0.05 0.00 0.03
H 4.00368 -0.01529 -2.43469 0.00 -0.03 0.00
H 4.14923 3.61046 -3.29166 -0.01 0.02 0.02
H 4.37756 3.40979 -5.02492 0.00 0.03 -0.05
H 5.64399 2.90325 -3.91827 0.05 0.00 0.00
H 4.11568 -0.36144 -4.99080 -0.02 -0.04 0.00
H 5.60398 0.59184 -4.98176 0.04 0.00 0.00
H 4.28597 1.02689 -6.05782 -0.01 0.02 -0.05
Br -6.64768 -0.80439 2.02584 -0.02 -0.01 0.00
C -4.85069 -0.52021 1.61069 -0.02 0.02 -0.03
C -4.48420 0.19297 0.48416 0.03 -0.05 0.05
C -3.13448 0.35167 0.24202 -0.10 0.09 0.17
N -2.14631 -0.13418 1.00694 0.23 0.12 -0.16
C -2.52035 -0.81469 2.10415 0.02 -0.08 -0.03
C -3.85521 -1.02592 2.42921 0.03 -0.01 -0.09
C -1.49573 -1.42104 3.00771 -0.10 0.04 0.02
C -1.80851 -1.54731 4.36121 0.12 0.02 0.04
C -0.93514 -2.21473 5.20004 0.01 0.01 -0.05
Br -1.30617 -2.37527 7.02363 -0.01 -0.01 0.04
C 0.21050 -2.77671 4.65662 -0.08 0.08 -0.04
C 0.43312 -2.57895 3.30784 0.02 -0.09 0.03
N -0.36022 -1.88927 2.48258 -0.04 -0.04 0.00
H -5.21709 0.61033 -0.18954 -0.01 0.03 -0.01
H -2.84712 0.93941 -0.61305 0.02 0.07 -0.04
H -4.12790 -1.61242 3.29184 0.00 -0.03 0.01
H -2.71534 -1.12543 4.76398 -0.01 0.07 0.02
H 0.90001 -3.34600 5.26141 0.01 -0.05 0.00
H 1.30858 -3.04010 2.86595 0.01 -0.02 0.02
C 3.83397 -0.02417 3.15552 -0.01 0.05 0.13
C 2.41263 0.19902 2.59482 -0.12 -0.05 0.13
N 2.36288 -0.14723 1.16623 -0.12 0.23 -0.09
C 3.42952 0.59558 0.47574 0.07 0.14 0.01
C 4.81469 0.08635 0.90807 0.11 0.07 -0.11
N 4.61294 -0.77633 2.11889 0.14 -0.04 0.06
C 3.87063 -2.02179 1.73940 -0.03 -0.12 -0.02
C 2.61524 -1.58227 0.96307 0.02 -0.13 -0.11
H 3.83033 -0.62179 4.06615 0.00 0.02 -0.02
H 4.36552 0.90671 3.35167 -0.02 -0.04 -0.04
H 2.13437 1.24674 2.71277 0.02 -0.04 0.01
H 1.68225 -0.40242 3.13224 0.04 0.01 -0.02
H 3.31555 1.65642 0.70280 0.03 0.00 0.01
H 3.29301 0.47264 -0.59033 -0.01 0.03 -0.07
H 5.49731 0.89048 1.17928 -0.03 -0.02 0.00
H 5.29008 -0.52797 0.14327 -0.02 0.00 0.02
H 5.52420 -1.03040 2.50364 -0.08 0.01 -0.02
H 3.63192 -2.54444 2.66524 0.01 0.01 0.00
H 4.53332 -2.65022 1.14625 -0.01 0.04 0.00
H 1.74831 -2.15537 1.28040 0.05 0.06 -0.10
H 2.75379 -1.74367 -0.10831 0.02 0.01 0.03
```
Positions in Å, forces in eV/Å.

Results
Molecular weight (u): 751.46
Electronic energy (a.u.): -9860.057702
HOMO level (eV): -12.28
Relative energy (zero: lowest compared OMol25 entry of this formula, charge and spin) (kJ/mol): 139.28
Net charge: +2
Lowest unoccupied orbital energy (eV): -5.37